(1)
A molecular structure, C27H19N2O5SV at a distorted geometry. Source: the OMol25 dataset; level of theory: ωB97M-V/def2-TZVPD.

## Properties
net charge = 0
spin multiplicity = 3
⟨S²⟩ = 2.0121
lowest unoccupied orbital energy (spin up / spin down) = -0.93 / -0.99 eV
frontier orbital gap (spin up / spin down) = 7.106 / 7.155 eV

Atoms and positions in Å:
1 V 0.739382 -1.280643 0.080104
2 O 0.515894 0.820072 -0.432324
3 C -0.137329 1.488247 0.717437
4 C 0.212882 0.660985 1.978054
5 O 0.275892 1.148135 3.109979
6 O 0.248500 -0.608432 1.733112
7 C 0.229109 3.001351 0.942885
8 C 1.244241 3.480609 0.167770
9 C 1.507996 4.871785 0.155335
10 C 0.685330 5.723623 0.861750
11 C -0.425947 5.215809 1.568348
12 C -0.575854 3.863073 1.740102
13 C -1.674300 1.308486 0.449111
14 C -2.507743 0.824521 1.477008
15 C -3.887917 0.686312 1.286972
16 C -4.458735 1.056209 -0.005650
17 C -3.610700 1.453319 -1.014900
18 C -2.242402 1.564802 -0.789604
19 H 1.500076 0.884858 -0.348594
20 H 1.956918 2.897961 -0.343347
21 H 2.345231 5.287866 -0.369650
22 H 0.900674 6.794589 0.858034
23 H -1.021789 5.908505 2.199375
24 H -1.348615 3.550700 2.424184
25 H -1.994922 0.612348 2.470556
26 H -4.504741 0.370181 2.080930
27 H -5.555547 1.066414 -0.107373
28 H -4.096552 1.628180 -2.007126
29 H -1.638039 1.974862 -1.534631
30 O 4.653244 -0.933554 -0.282221
31 C 3.610482 -1.456697 -0.062204
32 O 2.444099 -0.885843 -0.420101
33 C 3.580174 -2.838810 0.628915
34 C 4.802443 -3.302954 1.058898
35 C 4.996693 -4.578748 1.591904
36 C 3.943450 -5.464806 1.790531
37 C 2.681837 -5.045205 1.318273
38 C 2.465023 -3.744268 0.805761
39 S 0.778423 -3.607170 0.063404
40 H 5.570122 -2.543349 0.911237
41 H 5.997310 -4.950578 1.828999
42 H 4.081301 -6.448076 2.172677
43 H 1.847716 -5.683853 1.523851
44 N -5.289766 -2.305056 -1.849224
45 C -4.217379 -1.990136 -2.184115
46 C -2.862739 -1.577852 -2.484968
47 C -2.400373 -1.125477 -3.705572
48 C -1.117005 -0.664113 -3.822502
49 C -0.295614 -0.734768 -2.764331
50 N -0.700736 -1.212718 -1.583211
51 C -1.975072 -1.526414 -1.405349
52 H -3.110783 -1.117163 -4.487846
53 H -0.681072 -0.325873 -4.778489
54 H 0.712900 -0.420357 -2.821269
55 H -2.195694 -1.770884 -0.390906

Cartesian forces, eV/Å:
V -1.93 -1.38 -0.76
O 0.72 1.24 1.25
C -0.71 0.55 0.54
C -0.58 1.42 2.22
O 0.04 -0.60 -2.24
O 0.33 -0.82 0.29
C -1.10 -1.67 -0.65
C 0.34 2.48 0.57
C -0.60 -0.39 0.64
C -0.45 0.18 -0.31
C 0.98 1.00 1.28
C 0.13 -0.25 -1.19
C 0.10 -0.44 0.52
C 0.49 -0.05 0.93
C 0.71 1.25 -2.67
C 0.37 -0.70 2.65
C -0.97 -0.18 -0.77
C -0.33 0.22 0.91
H -0.57 0.37 -0.17
H 0.32 -0.99 -0.73
H 0.33 -0.08 -0.25
H -0.22 -0.31 -0.01
H 0.33 -0.53 -0.67
H -0.04 -0.60 -0.18
H -1.20 0.14 -1.26
H -0.64 -0.33 0.72
H 0.71 -0.24 -0.15
H 0.88 0.16 0.84
H 0.98 0.39 -1.29
O 0.95 0.80 -0.31
C -1.23 -1.44 0.54
O 1.41 0.00 -0.12
C -2.00 -0.79 -0.03
C 0.50 0.19 0.10
C 0.69 -0.37 0.26
C -0.86 1.90 -1.58
C 0.99 0.91 1.20
C -0.17 -0.57 -1.19
S 1.24 0.91 0.57
H 0.40 -0.69 0.19
H -0.19 0.50 0.04
H 0.13 -0.52 0.31
H -0.49 -0.19 -0.36
N 2.02 0.58 -0.74
C -1.67 -0.38 0.35
C -0.01 0.22 1.28
C -1.00 -0.30 0.48
C 0.24 0.31 -2.30
C 0.34 -0.55 1.39
N 0.38 0.31 0.53
C 0.71 -0.45 -0.57
H -0.34 0.05 -1.02
H -0.61 -0.09 0.56
H 0.91 0.19 -0.04
H -0.75 -0.37 0.42

(2)
2 unconnected molecules or ions with the total composition C2H4BrNO3 at a distorted geometry. Source: the OMol25 dataset; level of theory: ωB97M-V/def2-TZVPD.

## Properties
net charge = 0
relative energy (zero: lowest compared OMol25 entry of this formula, charge and spin) = 81.3 kcal per mole
lowest unoccupied orbital energy (spin up / spin down) = -1.04 / -0.86 eV
frontier orbital gap (spin up / spin down) = 8.061 / 8.140 eV

Atoms and positions in Å:
1 C -1.128335 1.124672 -0.633744
2 C 0.750238 0.027742 0.464565
3 N 0.562319 -1.282243 -0.319405
4 O 0.881778 -1.389047 -1.480613
5 O -0.061307 -2.142332 0.307422
6 O 0.639382 -0.158295 1.792803
7 Br 2.188165 0.996885 -0.032526
8 H -1.914191 0.573544 -0.065231
9 H -0.992050 2.173910 -0.329063
10 H -0.919918 0.867053 -1.784942
11 H -0.006084 -0.791893 2.080736

Cartesian forces, eV/Å:
C 1.95 -1.83 -0.36
C -3.70 -0.45 -0.91
N -0.92 -0.53 0.40
O 0.25 0.53 0.49
O 0.48 0.61 -0.18
O 1.12 1.32 -0.45
Br 1.49 0.84 -0.39
H 0.61 0.47 -0.89
H 0.06 -0.64 -0.23
H -0.58 0.51 2.98
H -0.76 -0.84 -0.46

(3)
A single C5H6O3 molecule at a distorted geometry. Source: the OMol25 dataset; level of theory: ωB97M-V/def2-TZVPD.

## Properties
SMILES string = C1OC2=C(COC2)O1
net charge = 0
relative energy (zero: lowest compared OMol25 entry of this formula, charge and spin) = 53.8 kcal per mole
lowest unoccupied orbital energy = 0.94 eV
frontier orbital gap = 9.083 eV

Atoms and positions in Å:
1 C -1.691685 -1.205183 -0.706552
2 O -0.769642 -0.533397 -1.570691
3 C 0.182047 -0.089121 -0.648769
4 C -0.308938 -0.145400 0.596340
5 C 0.490524 0.738294 1.502376
6 O 1.629359 1.000771 0.704264
7 C 1.462438 0.628559 -0.684600
8 O -1.602627 -0.565828 0.574314
9 H -2.696810 -1.077306 -1.065595
10 H -1.378096 -2.271284 -0.579751
11 H -0.060955 1.660957 1.786776
12 H 0.885311 0.272481 2.401767
13 H 2.378367 0.058098 -0.957520
14 H 1.480708 1.528358 -1.352357

Cartesian forces, eV/Å:
C 0.56 -0.14 0.44
O 0.62 0.12 0.41
C -0.92 -0.90 1.00
C 0.59 0.79 -1.42
C -0.44 -0.30 0.21
O 0.52 0.39 -0.67
C 1.14 0.79 -0.53
O -0.52 -0.29 0.35
H -0.29 -0.15 -0.27
H -0.18 0.61 -0.19
H 0.20 -0.37 -0.21
H -0.25 -0.10 0.26
H -0.71 0.03 0.10
H -0.31 -0.48 0.53

(4)
2 unconnected molecules or ions with the total composition C4H11N3O2 at a distorted geometry. Source: the OMol25 dataset; level of theory: ωB97M-V/def2-TZVPD.

## Properties
SMILES string = CC(=O)CN.NC(N)=O
net charge = 0
relative energy (zero: lowest compared OMol25 entry of this formula, charge and spin) = 9.5 kcal per mole
lowest unoccupied orbital energy = 0.80 eV
frontier orbital gap = 9.929 eV

Atoms and positions in Å:
1 C -0.833268 -0.773194 -1.591061
2 C -1.284689 -0.472166 -0.202612
3 O -1.071846 -1.155412 0.778751
4 C -2.314522 0.721281 -0.085175
5 N -2.778178 0.979253 1.259197
6 H -1.529119 -0.396529 -2.333710
7 H -0.674772 -1.841827 -1.726157
8 H 0.126289 -0.264648 -1.737751
9 H -1.897687 1.636171 -0.514218
10 H -3.172096 0.433290 -0.702373
11 H -2.009633 1.313057 1.832325
12 H -3.107045 0.116508 1.683394
13 N 3.658110 0.341491 0.228001
14 C 2.300479 0.226597 0.017007
15 N 1.698752 -0.692177 0.834596
16 O 1.775530 0.729397 -0.959681
17 H 4.123404 1.054073 -0.308590
18 H 4.034571 0.121531 1.134680
19 H 2.236408 -1.398913 1.306573
20 H 0.719312 -0.677781 1.086806

Cartesian forces, eV/Å:
C 0.56 -0.21 0.06
C -2.07 0.59 -0.15
O 0.21 0.19 -0.25
C 0.69 -0.68 0.35
N 0.03 0.09 0.04
H -0.16 0.07 0.00
H 0.00 -0.02 0.05
H -0.06 -0.03 0.00
H 0.06 -0.13 -0.09
H 0.11 0.01 -0.11
H -0.13 -0.08 -0.01
H 0.13 0.12 -0.03
N -0.04 0.12 0.20
C 0.75 -1.33 -0.60
N -0.05 0.00 0.74
O -0.40 0.88 0.38
H -0.01 -0.08 0.00
H -0.02 0.17 -0.05
H 0.20 0.31 0.05
H 0.19 -0.02 -0.58